No. 1
DFT (ωB97M-V/def2-TZVPD) results for a structure of composition C6H10O3.

Geometry as XYZ:
```
19
Properties=species:S:1:pos:R:3:forces:R:3
C 1.1392 -1.6430 1.8980 -4.136 -3.442 2.384
C -0.0529 -1.9297 -0.1159 -1.868 0.879 -1.389
C -0.5367 -0.7067 -0.3763 0.937 1.084 -0.888
C -1.7420 -0.4799 -1.3063 2.119 3.274 2.549
C 0.4166 0.4636 -0.2570 -2.478 2.083 -0.801
C 0.3937 3.0143 -0.4227 -1.289 1.583 -1.174
H 1.8625 -0.8714 1.8039 0.329 0.508 0.372
H -0.0358 -1.3650 2.5285 3.523 -0.074 -2.610
H 1.3098 -2.5865 2.5310 0.926 1.881 -0.579
H -0.5759 -2.7167 -0.6182 -0.235 -0.842 -0.086
H -2.4036 0.2148 -0.6023 0.899 -1.142 -2.565
H -1.1655 -0.0591 -2.1651 -1.616 0.644 0.334
H -2.2061 -1.3293 -1.6560 -1.187 -2.049 -0.206
H 1.1441 2.8936 0.4831 -1.424 0.543 -2.155
H 0.8014 3.4717 -1.4897 -0.318 -1.005 3.117
H -0.5965 3.7365 -0.1835 2.943 -1.776 -0.173
O 0.9305 -2.3289 0.6143 1.204 0.398 2.112
O 1.5408 0.4551 0.1116 0.543 0.257 0.260
O -0.2234 1.7666 -0.7774 1.129 -2.806 1.498
```
Forces are in eV/Å.

M = 130.14 g/mol
E_LUMO = 0.8 eV
Kohn-Sham gap = 9.79 eV
F_max = 0.1145 hartree/bohr
energy above the lowest of the compared OMol25 structures with the same formula, charge and spin = 4.506 eV
electronic energy = -460.18480 Ha
E_HOMO = -0.332 hartree

---

No. 2
DFT (ωB97M-V/def2-TZVPD) results for a cluster of 2 separate species, C6H10N in total.

Geometry as XYZ:
```
17
Properties=species:S:1:pos:R:3:forces:R:3
C -3.9627 -0.7411 -0.0446 1.254 4.185 -2.045
C -1.5029 1.4333 0.2054 0.391 -0.529 -0.263
C 1.0663 1.5709 -0.2338 3.160 1.707 1.920
C -0.2790 1.0292 -0.0441 -0.554 0.704 -0.594
C 1.0674 -0.4918 1.2823 0.145 -1.109 -1.012
C 1.2451 -0.7128 -1.1753 -1.335 -2.265 -0.661
N 0.8652 0.1491 -0.0274 -1.776 -0.456 -1.232
H -4.5409 0.2657 -0.1635 0.770 -1.872 0.211
H -4.4305 -1.4145 0.5514 -1.782 -2.153 1.897
H 1.5338 1.8736 -1.2167 -1.056 -0.417 1.053
H 1.6749 1.9522 0.6972 -1.609 -0.062 -1.897
H 0.4424 -1.4044 1.2195 0.617 0.327 0.286
H 2.1345 -0.7087 1.1787 -0.098 -0.254 1.371
H 0.6655 0.1193 2.0806 0.611 0.288 0.119
H 0.8989 -1.7894 -0.9458 0.509 1.759 -0.375
H 0.7969 -0.4324 -2.1762 0.484 0.155 1.461
H 2.3251 -0.6981 -1.1876 0.269 -0.007 -0.240
```
Forces are in eV/Å.

M = 96.15 g/mol
charge = +1
E_LUMO (spin up / spin down) = -5.8 / -5.8 eV
Kohn-Sham gap (spin up / spin down) = 6.91 / 6.78 eV
F_max = 0.0938 hartree/bohr
energy above the lowest of the compared OMol25 structures with the same formula, charge and spin = 10.511 eV
electronic energy = -288.69669 Ha
E_HOMO (spin up / spin down) = -0.468 / -0.460 hartree

---

No. 3
DFT (ωB97M-V/def2-TZVPD) results for a structure of composition C22H19Cl4N5O4PbS3.

Geometry as XYZ:
```
58
Properties=species:S:1:pos:R:3:forces:R:3
Pb -0.3438 0.1869 -0.6742 0.405 0.065 0.105
C -2.1995 2.7811 2.7798 -0.393 0.374 -0.850
S -3.8188 1.9872 2.6336 -0.293 -0.325 -0.472
C -3.3313 0.8596 1.2629 0.151 0.541 0.200
S -2.2014 -0.3467 1.7296 -0.191 0.180 -0.367
N -3.8035 1.2361 0.0996 0.990 -0.984 -0.200
N -3.1037 0.5677 -0.9494 -0.530 0.806 0.397
C -3.5772 0.7623 -2.1153 -0.286 -0.406 0.813
C -2.9023 0.1840 -3.2923 -0.473 0.827 0.689
C -3.6214 0.0280 -4.4501 -0.478 -0.591 -1.168
C -2.9554 -0.5168 -5.5400 -0.073 0.094 -0.263
C -1.6032 -0.8172 -5.4499 -0.749 -0.463 -0.323
C -0.9943 -0.6735 -4.2315 0.108 0.440 0.588
N -1.6311 -0.1410 -3.1921 0.838 -0.285 0.326
H -2.3804 3.6913 3.3468 0.189 0.062 0.097
H -1.8537 3.0412 1.7651 -0.069 -0.008 0.408
H -1.4861 2.1327 3.2504 0.303 -0.275 0.311
H -4.5432 1.2651 -2.2305 0.192 0.086 -0.148
H -4.6929 0.2385 -4.4870 0.380 0.048 0.031
H -3.4765 -0.7429 -6.4633 -0.099 0.169 0.002
H -1.0835 -1.2794 -6.2712 0.131 0.001 -0.167
H 0.0182 -0.9876 -4.0549 0.343 -0.098 0.143
Cl 0.9301 7.1823 0.2330 0.038 0.228 0.047
C 1.1815 5.4746 0.0918 0.210 0.236 0.046
C 2.4242 4.9172 0.2946 0.118 -0.133 0.075
Cl 3.7472 5.9279 0.7355 0.454 0.252 0.124
C 2.6069 3.5352 0.1617 -0.171 0.195 -0.113
Cl 4.1534 2.7898 0.4366 -0.001 0.118 0.008
C 1.5518 2.6956 -0.2033 0.369 -0.653 0.157
O 1.6992 1.4174 -0.3310 -0.267 -0.134 -0.095
C 0.2535 3.2657 -0.3988 -0.244 0.436 0.087
O -0.7503 2.4890 -0.6908 -0.006 -0.298 -0.037
C 0.1189 4.6510 -0.2417 -0.688 -0.822 -0.377
Cl -1.4708 5.2894 -0.5348 -0.056 0.159 0.061
O 1.3340 -1.5982 -2.3361 -0.198 0.501 -0.007
N 1.7584 -2.5264 -1.5381 0.703 -0.121 0.221
C 2.8866 -2.2864 -0.7952 -0.318 0.009 -0.145
C 3.4555 -3.2535 0.0008 0.248 0.361 -0.018
C 2.8675 -4.5176 0.0734 -0.534 0.162 -0.367
C 1.7185 -4.7278 -0.6382 -0.359 0.344 -0.305
C 1.0926 -3.7263 -1.4528 0.281 -0.683 0.708
S -0.3933 -4.0032 -2.1955 -0.208 0.079 -0.383
H 3.2418 -1.2566 -0.8829 -0.106 -0.412 0.003
H 4.3405 -3.0189 0.5735 0.058 0.136 -0.002
H 3.2469 -5.3087 0.6944 0.312 -0.139 0.176
H 1.1890 -5.6686 -0.6076 0.033 -0.063 0.044
C 0.5425 -0.5844 4.2774 -0.428 0.329 0.015
N 1.2359 -1.7029 3.7173 0.219 -0.608 -0.626
C 1.3117 -2.8766 4.5574 -0.716 0.119 -0.333
C 1.4049 -1.8095 2.3578 -0.142 -0.503 0.862
O 1.1266 -0.9503 1.5642 0.089 0.245 -0.314
H 1.1489 -0.1429 5.0731 -0.216 0.100 0.081
H -0.4352 -0.9297 4.6521 0.242 0.308 0.095
H 0.3481 0.1431 3.4908 0.089 0.033 0.070
H 2.1109 -2.8074 5.2810 0.310 -0.031 0.300
H 1.4263 -3.7634 3.9412 0.235 -0.124 -0.034
H 0.3515 -2.9814 5.0888 0.285 -0.055 -0.014
H 1.8294 -2.7940 2.0840 -0.035 0.168 -0.159
```
Forces are in eV/Å.

M = 862.64 g/mol
charge = -2
E_LUMO = 4.3 eV
Kohn-Sham gap = 5.93 eV
F_max = 0.0274 hartree/bohr
energy above the lowest of the compared OMol25 structures with the same formula, charge and spin = 0.000 eV
electronic energy = -4652.72053 Ha
E_HOMO = -0.061 hartree

---

No. 4
DFT (ωB97M-V/def2-TZVPD) results for a cluster of 2 separate species, C5H13N2O in total.

Geometry as XYZ:
```
21
Properties=species:S:1:pos:R:3:forces:R:3
C 0.2315 -1.2207 -2.0263 0.265 -0.202 -0.057
C 1.5641 -0.7636 -1.4591 -0.267 0.545 -0.152
C 3.1667 0.6114 -2.4349 -0.134 0.195 0.048
N 1.9694 0.5123 -2.0610 0.116 -0.315 0.087
H -0.0931 -2.1106 -1.4902 -0.019 -0.014 0.015
H -0.5085 -0.4568 -1.8114 -0.090 0.029 -0.095
H 0.3064 -1.4361 -3.0977 -0.088 0.076 -0.014
H 2.3668 -1.4974 -1.6099 -0.046 -0.168 0.172
H 1.3571 -0.5825 -0.3987 0.091 -0.088 0.064
H 3.8977 -0.2004 -2.3297 0.021 -0.050 -0.030
H 3.5134 1.5525 -2.8583 0.063 -0.002 -0.056
C -0.8636 -0.0941 1.8716 0.017 -0.004 -0.142
O -0.5844 -0.8234 0.7790 0.045 0.036 -0.049
C -2.1553 0.7437 1.7610 -0.241 -0.322 -0.127
N -2.3826 1.5153 2.9883 0.200 0.128 0.282
H -1.0166 -0.7216 2.7997 0.048 0.094 0.108
H -0.0731 0.6524 2.1526 0.023 -0.089 0.069
H -2.0718 1.4069 0.8968 0.100 0.145 0.090
H -2.9753 0.0434 1.5359 0.024 0.015 0.007
H -3.2702 1.9937 3.0163 -0.188 -0.011 -0.195
H -2.3786 0.8757 3.7762 0.060 0.003 -0.025
```
Forces are in eV/Å.

M = 117.17 g/mol
charge = -1
E_LUMO = 3.8 eV
Kohn-Sham gap = 6.26 eV
F_max = 0.0122 hartree/bohr
energy above the lowest of the compared OMol25 structures with the same formula, charge and spin = 1.458 eV
electronic energy = -383.01029 Ha
E_HOMO = -0.092 hartree

---

No. 5
DFT (ωB97M-V/def2-TZVPD) results for a structure of composition C23H44AlBr2N2O4.

Geometry as XYZ:
```
76
Properties=species:S:1:pos:R:3:forces:R:3
C -0.8039 0.7228 5.9733 0.276 -0.280 0.039
C 0.3278 1.6139 5.5693 -0.786 0.048 -0.067
Br 2.0115 0.7415 5.8431 0.129 0.036 0.014
C 0.3102 2.8325 5.0441 0.793 -0.031 -0.092
Br -1.4603 3.5553 4.7308 -0.041 0.107 0.023
Al 2.0415 3.8742 4.5661 -0.037 0.085 0.167
C 1.7054 5.8145 4.0456 0.006 -0.177 -0.683
C 1.1350 5.9259 2.6721 -0.236 0.121 0.245
C 1.9451 5.8834 1.5312 -0.539 -0.011 -0.499
C 1.3697 5.9459 0.2653 -0.049 0.005 0.199
C -0.0096 6.0467 0.0971 0.025 -0.003 0.241
C -0.8354 6.0982 1.2133 0.461 0.031 0.407
C -2.3303 6.1873 1.1198 0.006 -0.386 0.210
C -0.2447 6.0484 2.4813 0.036 0.068 -0.542
H -0.7071 -0.2318 5.4602 -0.084 -0.171 -0.040
H -1.7649 1.1559 5.7336 -0.137 0.132 -0.039
H -0.7632 0.5195 7.0422 0.006 -0.020 0.138
H 2.7580 3.0923 3.3490 -0.060 0.038 -0.073
H 2.9480 3.8533 5.9054 -0.030 0.068 0.062
H 1.0979 6.3728 4.7539 -0.068 -0.018 0.200
H 2.7001 6.2627 4.0129 0.169 0.012 0.272
H 3.0136 5.7857 1.6347 0.188 -0.028 0.046
H 1.9828 5.9136 -0.6240 0.216 -0.027 -0.024
H -0.4375 6.0843 -0.8939 -0.046 -0.001 -0.156
H -2.7619 5.3570 1.6789 -0.112 -0.096 0.038
H -2.6991 6.1106 0.1016 0.014 0.167 -0.177
H -2.7022 7.0904 1.5941 -0.090 0.255 -0.088
H -0.8818 6.0964 3.3521 -0.073 -0.019 0.121
C -1.8385 -4.9673 2.0464 -0.052 0.045 -0.087
O -2.8680 -4.1075 1.6027 0.119 -0.068 0.086
C -3.4977 -3.3672 2.6438 -0.224 0.065 -0.070
C -3.2015 -1.8888 2.5168 0.253 -0.020 -0.051
N -1.8035 -1.6062 2.8060 -0.125 0.023 -0.087
C -1.3881 -0.2324 2.5176 0.159 -0.121 0.118
C -1.4171 0.2306 1.0668 0.001 0.256 0.075
O -0.4804 -0.4254 0.2280 -0.123 -0.099 -0.097
C -0.9197 -1.6363 -0.3529 0.271 0.118 0.024
H -1.5067 -5.5488 1.1873 -0.018 0.023 -0.021
H -0.9830 -4.4108 2.4433 -0.007 -0.036 0.075
H -2.2024 -5.6565 2.8154 0.034 -0.003 0.034
H -3.1922 -3.7393 3.6259 0.086 0.022 0.002
H -4.5767 -3.5218 2.5450 0.010 -0.018 0.010
H -3.8260 -1.3405 3.2284 -0.007 0.033 -0.008
H -3.4925 -1.5782 1.5031 -0.127 0.002 0.018
H -1.2236 -2.2386 2.2704 0.031 -0.011 -0.005
H -0.3630 -0.1226 2.8788 -0.003 0.074 0.007
H -2.0021 0.4495 3.1133 -0.017 0.024 -0.012
H -1.1347 1.2860 1.0622 0.027 -0.011 -0.002
H -2.4219 0.1731 0.6288 -0.006 -0.115 -0.006
H -1.9960 -1.6334 -0.5461 -0.039 -0.028 0.064
H -0.6597 -2.4959 0.2727 -0.157 -0.082 -0.021
H -0.3971 -1.7549 -1.3029 -0.023 -0.016 -0.008
C 2.1337 -4.3718 -2.8146 -0.137 0.014 0.013
O 1.2212 -3.3835 -3.2506 0.227 -0.080 -0.022
C 1.8074 -2.0961 -3.4290 -0.266 0.190 0.021
C 1.8020 -1.7045 -4.8903 0.076 -0.212 -0.080
N 2.7288 -2.5260 -5.6615 -0.138 0.062 -0.034
C 2.6306 -2.3536 -7.1070 0.135 -0.118 0.113
C 1.3314 -2.7683 -7.7905 0.033 0.123 -0.191
O 1.0788 -4.1607 -7.7594 -0.053 0.008 0.107
C 0.3980 -4.6322 -6.6099 0.053 -0.124 -0.148
H 1.5613 -5.2744 -2.6047 -0.027 0.017 -0.015
H 2.8832 -4.6036 -3.5799 0.064 0.025 0.048
H 2.6442 -4.0618 -1.8982 0.043 -0.011 -0.006
H 2.8183 -2.0597 -3.0155 0.040 -0.077 -0.050
H 1.1943 -1.3807 -2.8749 0.047 0.013 0.025
H 2.0992 -0.6560 -4.9789 -0.002 0.010 -0.021
H 0.7684 -1.7957 -5.2512 -0.045 0.114 0.056
H 2.5651 -3.4990 -5.4391 0.017 -0.028 0.023
H 3.4395 -2.9342 -7.5579 -0.010 0.020 -0.042
H 2.8261 -1.3028 -7.3431 -0.036 0.025 0.007
H 1.4240 -2.5071 -8.8485 -0.009 -0.017 0.001
H 0.4655 -2.2156 -7.4074 0.009 -0.039 0.103
H -0.2878 -3.8824 -6.2085 0.027 0.035 0.046
H 1.0935 -4.9423 -5.8256 -0.049 0.073 0.086
H -0.1799 -5.5078 -6.9073 0.002 0.013 -0.024
```
Forces are in eV/Å.

M = 599.41 g/mol
charge = -1
E_LUMO = 2.1 eV
Kohn-Sham gap = 6.74 eV
F_max = 0.0155 hartree/bohr
electronic energy = -6703.64904 Ha
E_HOMO = -0.170 hartree

---

No. 6
DFT (ωB97M-V/def2-TZVPD) results for a structure of composition C26H41N2O5S4.

Geometry as XYZ:
```
78
Properties=species:S:1:pos:R:3:forces:R:3
C 4.4510 -1.6041 -0.1565 -0.369 0.316 0.133
C 2.9628 -1.0745 -0.0294 0.938 0.111 -0.737
C 2.7811 0.0551 -1.0881 -1.337 -0.084 -0.022
C 1.2766 0.5526 -1.2094 1.767 -0.598 0.182
N 1.0743 0.9542 -2.6104 -0.604 1.171 0.552
C -0.3544 0.9342 -3.0051 -0.428 -0.310 -1.248
C -0.5309 1.4852 -4.4669 -0.450 0.077 0.758
C -1.8248 0.9455 -5.1634 0.530 -0.210 0.172
C -2.9800 0.5653 -4.1965 -1.155 0.422 -1.595
S -3.6793 2.0308 -3.3078 -0.203 0.790 3.056
O -3.5531 1.6689 -1.8465 0.165 0.406 -2.399
O -2.9038 3.2352 -3.6983 -1.167 -2.105 -0.025
N -5.3162 2.0539 -3.7056 1.076 0.820 1.475
S -6.1494 3.2056 -2.8224 -0.121 4.214 -3.107
O -5.2934 4.2734 -2.2174 -1.339 -3.024 -0.041
O -7.1162 3.8569 -3.7604 1.138 -2.407 1.993
O -7.1159 2.4931 -1.6719 1.824 0.609 -0.935
C -6.3609 2.1187 -0.5129 -0.322 -0.907 1.930
C -7.2114 2.4946 0.7624 0.812 0.021 -1.322
C 1.7259 2.1986 -2.9099 1.965 -0.407 -1.026
S 2.8816 2.2108 -4.1106 -1.174 0.076 1.220
S 1.3990 3.7724 -2.0348 -0.697 -0.317 0.452
C 2.8222 4.0720 -0.9060 1.071 -0.233 -0.747
C 4.0513 4.7825 -1.5683 0.591 0.624 1.019
C 4.1542 6.3074 -1.1811 0.087 -0.641 -0.267
H 4.4910 -2.6577 -0.5042 -0.056 0.606 0.281
H 4.9636 -0.9831 -0.9225 -0.108 -0.455 0.549
H 5.0057 -1.5183 0.7974 -0.214 -0.105 -0.505
H 2.7224 -0.7002 0.9847 0.185 -0.283 -0.444
H 2.2938 -1.9285 -0.2660 0.104 0.671 0.188
H 3.4205 0.9457 -0.9085 -0.056 -0.722 0.071
H 3.0347 -0.3502 -2.0910 0.007 0.242 0.583
H 0.6535 -0.3355 -0.9757 -0.048 0.808 -0.245
H 1.1279 1.3836 -0.4840 -0.406 -0.486 -0.347
H -0.6619 -0.1382 -3.0386 0.351 0.647 0.367
H -1.0167 1.4764 -2.2927 0.382 -0.275 -0.382
H -0.6224 2.5891 -4.3807 0.224 -0.635 -0.282
H 0.3592 1.2064 -5.0626 -0.448 0.226 0.278
H -1.5742 0.0226 -5.7416 -0.126 0.478 0.493
H -2.1307 1.6895 -5.9292 -0.142 -0.421 0.657
H -3.8223 0.1861 -4.8225 0.461 0.284 0.481
H -2.7456 -0.2445 -3.4854 -0.027 0.789 -0.052
H -6.2317 1.0133 -0.4966 -0.043 0.612 -0.341
H -5.3497 2.5614 -0.4605 -0.640 -0.041 -0.344
H -6.8512 1.8757 1.6061 -0.375 0.368 -0.316
H -8.2648 2.2803 0.4925 0.496 0.178 0.542
H -7.0498 3.5702 0.9732 -0.382 -0.588 0.029
H 3.1639 3.0908 -0.5254 -0.396 0.540 -0.014
H 2.4716 4.7014 -0.0615 -0.143 -0.563 -0.552
H 4.1178 4.6633 -2.6645 -0.296 -0.113 0.561
H 4.9655 4.3139 -1.1294 -0.562 0.148 -0.420
H 3.4207 6.9049 -1.7554 0.337 -0.192 0.435
H 4.0020 6.4472 -0.0870 -0.045 -0.070 -0.722
H 5.1792 6.6699 -1.4080 -0.649 -0.092 0.008
C 1.6898 -4.5833 1.7722 -0.023 -0.013 0.009
C 2.0837 -5.5738 0.8809 -0.026 -0.012 0.017
C 1.1794 -6.5511 0.4835 -0.033 0.046 0.039
C -0.1223 -6.5323 0.9705 0.060 0.033 0.018
C -0.5171 -5.5396 1.8590 0.025 -0.018 0.006
C 0.3898 -4.5676 2.2631 0.037 -0.041 -0.034
H 2.3961 -3.8229 2.0842 -0.016 -0.010 -0.020
H 3.0965 -5.5843 0.4961 -0.025 0.003 0.014
H 1.4883 -7.3268 -0.2066 -0.010 0.028 0.003
H -0.8287 -7.2912 0.6570 0.013 0.024 0.006
H -1.5321 -5.5239 2.2372 0.029 0.008 -0.013
H 0.0831 -3.7967 2.9597 -0.022 -0.007 -0.038
C 1.0403 -3.9356 6.1343 -0.001 0.040 0.005
C 1.1226 -4.3141 7.4687 0.008 0.049 -0.003
C 1.1144 -3.3482 8.4676 -0.013 0.025 -0.058
C 1.0145 -2.0031 8.1323 0.007 -0.057 -0.033
C 0.9287 -1.6244 6.7982 0.013 -0.018 0.003
C 0.9458 -2.5897 5.7989 0.001 -0.063 0.072
H 1.0498 -4.6889 5.3552 0.000 0.024 0.010
H 1.1938 -5.3630 7.7303 0.005 0.027 -0.012
H 1.1850 -3.6434 9.5075 -0.013 0.006 -0.023
H 1.0033 -1.2504 8.9111 0.000 -0.014 -0.023
H 0.8491 -0.5761 6.5371 0.003 -0.032 0.003
H 0.8842 -2.2934 4.7586 -0.001 0.008 0.026
```
Forces are in eV/Å.

M = 589.89 g/mol
charge = -1
E_LUMO = 1.4 eV
Kohn-Sham gap = 6.90 eV
F_max = 0.1018 hartree/bohr
electronic energy = -3093.70756 Ha
E_HOMO = -0.204 hartree

---

No. 7
DFT (ωB97M-V/def2-TZVPD) results for a cluster of 2 separate species, CH7BrN3 in total.

Geometry as XYZ:
```
12
Properties=species:S:1:pos:R:3:forces:R:3
C -0.3369 -0.3998 -0.0156 0.173 0.648 -1.255
N -0.9642 0.2583 -1.0394 -0.077 -2.313 -0.159
N -0.6709 -0.1698 1.2573 0.752 -0.223 -0.307
N 1.4441 0.4367 -0.2791 0.505 -2.556 4.222
Br -0.0366 -1.2853 2.5569 0.038 -0.084 0.267
H -0.0200 -1.3875 -0.2835 0.212 -0.443 0.017
H -1.2674 1.1822 -0.9721 -0.776 1.441 0.286
H -1.3250 -0.3195 -1.7939 0.150 0.461 0.205
H -1.5271 0.2886 1.3926 -1.185 0.693 0.675
H 1.9961 -0.3985 -0.4825 0.227 0.930 -0.225
H 1.6489 0.8588 0.6637 0.007 -0.221 -1.916
H 1.0591 0.9359 -1.0043 -0.028 1.665 -1.811
```
Forces are in eV/Å.

M = 140.99 g/mol
charge = +1
E_LUMO = -3.8 eV
Kohn-Sham gap = 10.29 eV
F_max = 0.0965 hartree/bohr
energy above the lowest of the compared OMol25 structures with the same formula, charge and spin = 1.465 eV
electronic energy = -2780.27469 Ha
E_HOMO = -0.520 hartree